Molecular formula: C29H34BN4O7RhSe3Te
Method: DFT, the ωB97M-V functional and the def2-TZVPD basis

The total charge is -2. For the HOMO-LUMO gap (spin up / spin down), the calculation gives 3.362 / 5.173 eV. For the LUMO energy (spin up / spin down), the calculation gives 3.812 / 2.995 eV. As for the highest occupied orbital energy (spin up / spin down): 0.45 / -2.18 eV. For the energy above the lowest of the compared OMol25 structures with the same formula, charge and spin, the calculation gives 33.08 kJ/mol. The value obtained for the largest force on an atom is 0.098 Eh/bohr. As for the spin multiplicity: 5.

The geometry in XYZ format:
```
80
Properties=species:S:1:pos:R:3:mulliken_charge:R:1
Rh 0.33 -0.52 -0.05 0.594
Se -3.09 1.25 0.73 -0.100
Se -5.15 0.48 0.99 -0.326
Te -3.31 -2.40 -1.02 -0.576
Se -1.99 -0.29 -1.00 -0.081
B 4.68 0.24 0.47 0.670
C 3.11 0.43 0.09 -0.354
N 2.29 -0.49 -0.05 -0.328
H 4.86 -0.86 0.96 -0.227
H 5.30 0.35 -0.59 -0.245
H 4.99 1.15 1.23 -0.222
C -0.44 -2.83 4.42 -1.236
N -1.01 -1.70 3.72 0.227
C -2.17 -2.05 2.91 -0.450
C -0.21 -0.71 3.20 0.386
O -0.48 -0.15 2.15 -0.309
N 0.86 -0.32 3.97 0.400
C 0.77 -0.21 5.41 -1.243
C 1.84 0.55 3.35 -0.699
H -0.46 -3.71 3.78 0.425
H -1.01 -3.04 5.34 0.277
H 0.60 -2.65 4.67 0.399
H -2.86 -2.63 3.53 0.293
H -1.88 -2.64 2.04 0.053
H -2.67 -1.15 2.56 0.023
H -0.17 -0.62 5.77 0.406
H 0.82 0.85 5.70 0.372
H 1.60 -0.74 5.90 0.290
H 2.01 0.22 2.32 -0.019
H 2.78 0.46 3.89 0.399
H 1.52 1.60 3.34 0.366
C -3.35 3.29 -5.21 -1.687
C -3.29 3.70 -3.76 1.209
C -4.41 4.27 -3.17 -0.835
C -4.41 4.62 -1.83 -0.771
C -3.27 4.43 -1.08 -0.662
C -2.13 3.87 -1.65 -1.089
N -0.98 3.68 -0.85 0.324
C 0.23 4.25 -1.18 0.027
C 0.26 5.51 -1.77 -0.478
C 1.45 6.14 -2.07 -0.865
C 2.64 5.51 -1.75 -0.448
C 2.64 4.26 -1.17 -0.918
C 1.45 3.57 -0.89 0.312
C 1.49 2.22 -0.39 0.861
O 2.72 1.80 -0.12 -0.254
O 0.50 1.53 -0.18 0.045
C -2.14 3.48 -3.00 1.694
C -0.94 2.79 -3.59 -1.333
H -4.28 3.63 -5.67 0.398
H -3.30 2.21 -5.32 0.326
H -2.51 3.71 -5.78 0.330
H -5.31 4.42 -3.77 0.296
H -5.30 5.05 -1.38 0.396
H -3.22 4.71 -0.03 0.493
H -0.88 2.76 -0.41 -0.085
H -0.68 6.00 -1.98 0.365
H 1.44 7.12 -2.53 0.358
H 3.59 5.99 -1.96 0.376
H 3.58 3.77 -0.94 0.431
H -0.23 3.52 -3.99 0.322
H -1.22 2.11 -4.38 0.511
H -0.41 2.22 -2.82 -0.156
O 1.04 -2.89 1.92 -0.592
C 0.74 -3.25 0.78 0.374
O 0.23 -2.55 -0.15 -0.478
C 1.01 -4.69 0.38 0.011
C 1.81 -5.48 1.18 -0.409
C 2.10 -6.81 0.85 -1.079
C 1.54 -7.29 -0.31 1.058
O 1.66 -8.55 -0.86 -0.518
C 0.87 -8.53 -2.04 -0.248
O 0.30 -7.24 -2.19 -0.510
C 0.73 -6.50 -1.10 1.049
C 0.44 -5.20 -0.80 -1.056
H 2.22 -5.03 2.07 0.477
H 2.74 -7.43 1.46 0.400
H 0.07 -9.28 -1.96 0.236
H 1.51 -8.75 -2.91 0.236
H -0.19 -4.57 -1.41 0.393
```

---

Molecular formula: C29H34BaN7O4PSi2
Method: DFT, the ωB97M-V functional and the def2-TZVPD basis

The total charge is -2. For the HOMO-LUMO gap, the calculation gives 3.747 eV. For the LUMO energy, the calculation gives 3.717 eV. As for the highest occupied orbital energy: -0.03 eV. For the energy above the lowest of the compared OMol25 structures with the same formula, charge and spin, the calculation gives 110.47 kJ/mol. The value obtained for the largest force on an atom is 0.006 Eh/bohr.

The geometry in XYZ format:
```
78
Properties=species:S:1:pos:R:3:mulliken_charge:R:1
Ba -0.76 -1.01 0.69 1.108
C -0.74 3.94 3.42 -0.903
N -1.67 2.86 3.16 0.232
C -2.10 1.93 4.07 -0.242
C -2.74 0.97 3.35 -0.865
N -2.69 1.27 2.01 -0.226
C -2.04 2.41 1.92 0.103
P -1.54 3.30 0.42 -0.647
C -2.29 2.23 -0.84 -0.150
N -2.17 0.93 -0.92 1.015
C -2.90 0.53 -2.00 -0.937
C -3.46 1.62 -2.59 -0.605
N -3.07 2.71 -1.86 0.263
C -3.39 4.09 -2.13 -0.884
C 0.18 2.70 0.43 -0.211
N 0.56 1.62 1.07 0.340
C 1.92 1.54 0.89 -1.052
C 2.35 2.59 0.14 -0.348
N 1.23 3.35 -0.13 0.573
C 1.17 4.49 -1.01 -1.023
H -0.86 4.27 4.45 0.382
H 0.29 3.60 3.27 0.264
H -0.94 4.77 2.75 0.353
H -1.87 2.01 5.12 0.451
H -3.19 0.06 3.70 0.531
H -2.96 -0.51 -2.26 0.571
H -4.08 1.73 -3.47 0.370
H -4.08 4.13 -2.98 0.315
H -3.87 4.56 -1.27 0.323
H -2.49 4.66 -2.38 0.299
H 2.48 0.70 1.27 0.507
H 3.31 2.85 -0.26 0.383
H 2.12 5.04 -0.95 0.368
H 1.01 4.18 -2.04 0.315
H 0.37 5.15 -0.69 0.345
O -4.08 -4.31 -0.57 -0.796
C -3.28 -3.55 0.01 -0.134
O -2.62 -2.59 -0.46 -0.421
C -3.08 -3.80 1.52 0.292
C -3.72 -4.84 2.17 -0.558
C -3.54 -4.99 3.53 -0.230
C -2.74 -4.09 4.21 -0.630
C -2.12 -3.08 3.49 0.198
N -2.27 -2.97 2.17 0.428
C -1.23 -2.01 4.19 -0.147
O -1.23 -2.03 5.43 -0.812
O -0.63 -1.23 3.41 -0.450
H -4.35 -5.50 1.58 0.489
H -4.02 -5.80 4.07 0.377
H -2.57 -4.13 5.28 0.502
C 3.96 -1.74 1.40 -1.677
Si 2.50 -2.17 0.18 0.383
C 2.81 -4.08 0.09 -1.452
C 3.37 -1.62 -1.50 0.252
C 4.68 -2.06 -1.74 -0.224
C 5.39 -1.72 -2.88 -0.739
C 4.78 -0.93 -3.85 -0.678
C 3.48 -0.49 -3.64 -0.259
C 2.74 -0.82 -2.49 0.446
Si 0.90 -0.17 -2.34 0.479
C 1.10 1.62 -3.12 -1.553
C 0.15 -0.99 -3.94 -1.493
H 4.89 -2.26 1.15 0.419
H 3.69 -2.02 2.42 0.304
H 4.19 -0.67 1.42 0.452
H 3.85 -4.35 -0.11 0.370
H 2.19 -4.54 -0.69 0.282
H 2.52 -4.54 1.04 0.300
H 5.16 -2.69 -1.00 0.081
H 6.40 -2.08 -3.02 0.348
H 5.31 -0.66 -4.75 0.353
H 3.01 0.11 -4.41 0.115
H 1.41 1.60 -4.18 0.589
H 1.83 2.23 -2.57 0.286
H 0.13 2.14 -3.08 0.210
H 0.79 -0.85 -4.82 0.409
H -0.82 -0.54 -4.15 0.311
H -0.01 -2.06 -3.80 0.257
```